C24H56BeN8O16S as an isolated structure in a non-equilibrium geometry, computed with ωB97M-V with the def2-TZVPD basis set.

Structure (XYZ):
```
106
Properties=species:S:1:pos:R:3:lowdin_charge:R:1
C -4.792 3.050 -2.201 -0.059
H -0.967 -2.385 2.759 0.088
O 4.630 5.880 -2.098 -0.031
H 5.814 -1.641 -0.889 0.096
H 4.251 -2.366 -1.494 0.102
C 5.291 3.138 -2.676 -0.060
C 1.618 -1.321 3.980 -0.019
H -0.213 -3.825 2.751 0.131
H 4.335 -0.897 -0.455 0.080
N 2.452 -1.870 2.902 -0.166
O 0.970 1.515 0.018 0.000
H 3.115 3.147 1.968 0.070
H -5.087 2.478 -3.081 0.087
C 4.353 2.602 -0.464 -0.048
O -3.463 -4.083 5.668 -0.213
C -4.804 -1.948 -1.413 0.040
H 0.127 5.171 0.285 0.093
H -1.511 -1.881 -3.967 0.077
H 1.832 5.269 0.741 0.087
N 1.089 3.458 1.129 -0.180
H -5.759 3.108 -1.702 0.085
C -0.850 -2.051 -4.817 -0.004
N -5.449 -2.984 -0.564 -0.429
H -1.023 -3.668 -2.613 0.042
H -2.854 2.955 0.505 0.069
H -0.521 1.580 2.546 0.063
C -3.687 1.291 3.936 -0.044
H 6.219 2.603 -2.470 0.095
H -3.931 -1.553 -0.893 0.072
H 2.228 -0.508 4.374 0.089
H -3.427 -0.642 2.315 0.144
N 0.267 -1.050 -5.030 -0.168
O 0.251 0.361 -3.097 -0.069
C 0.760 -0.038 -4.181 -0.248
H 5.004 1.732 -0.545 0.080
H 3.113 -3.569 3.711 0.088
H 4.536 3.069 0.504 0.071
C 2.144 -1.682 1.616 -0.338
H -5.474 -1.153 -1.742 0.094
N -3.681 2.555 -1.353 -0.177
C 2.050 2.954 2.094 -0.046
H 0.434 5.231 1.955 0.091
H 4.454 -2.276 3.689 0.087
O 1.422 -2.593 -1.399 -0.338
C 0.522 2.619 0.235 -0.333
O -1.606 -0.253 1.407 -0.047
O -1.828 -2.940 -0.951 -0.348
H -4.466 0.528 3.936 0.092
H 4.182 5.248 -0.269 0.117
H 0.769 -4.120 -0.142 0.061
H 0.190 -0.626 -7.034 0.091
H 3.339 2.204 -0.475 0.077
H -3.344 1.330 4.970 0.087
H 4.491 2.545 -3.118 0.086
H 0.676 -0.882 3.652 0.079
H -4.036 4.140 -0.091 0.092
H 1.698 0.419 -4.533 0.122
H 3.981 -3.299 2.336 0.084
H -1.368 -2.252 -5.755 0.081
O -3.444 -3.188 3.337 -0.235
H -1.462 2.856 2.442 0.069
O -5.036 -3.259 0.533 0.069
N -2.536 0.999 3.079 -0.146
C 4.806 -1.458 -1.263 0.038
C 3.603 -2.744 3.195 -0.040
N 4.752 3.599 -1.443 -0.189
N 4.831 -0.569 -2.451 -0.420
C -2.542 -3.907 2.483 -0.119
H 5.565 3.907 -3.397 0.091
O 1.206 -0.982 1.336 -0.029
O -1.856 1.185 -1.244 -0.038
C -0.882 -3.859 -1.549 -0.352
H -4.023 2.277 3.616 0.086
H 1.766 -0.392 -6.297 0.075
H 1.821 3.174 3.137 0.090
C -2.806 1.652 -1.869 -0.285
H -1.204 -4.897 -1.466 0.082
O -1.335 -3.357 4.487 -0.209
C 0.905 -1.058 -6.334 -0.083
S -2.890 -3.035 4.904 0.713
H -4.510 -2.647 -2.195 0.104
O -3.095 -1.618 5.255 -0.270
H -1.120 2.289 4.060 0.094
C 0.863 4.857 1.025 -0.057
C 4.587 4.955 -1.250 -0.293
H -4.597 2.465 0.476 0.100
C -3.821 3.077 0.016 -0.019
H 1.341 -4.499 -1.690 0.083
C -1.151 -3.401 3.109 -0.180
H -0.195 3.106 -0.443 0.141
O 5.751 -0.681 -3.214 0.076
O -6.480 -3.554 -0.952 0.024
C -1.403 1.960 3.060 -0.026
Be -0.280 -0.770 -0.688 0.957
H 1.398 -2.049 4.761 0.091
H -4.432 4.053 -2.430 0.092
H -0.263 -2.930 -4.553 0.081
O 3.827 0.138 -2.672 0.030
C 0.699 -3.783 -1.176 -0.388
H 1.337 -2.036 -6.545 0.093
H -2.723 -4.974 2.614 0.122
H -2.626 -3.769 1.404 0.100
H 1.975 1.869 2.175 0.084
H 2.758 -2.148 0.830 0.126
C -2.521 -0.025 2.218 -0.298
H -3.024 1.348 -2.904 0.147
```

The value obtained for the highest occupied orbital energy is -6.7975 eV. The value obtained for the max |F| is 4.0 eV/A. The calculation puts the HOMO-LUMO gap at 6.825 eV. As for the spin multiplicity: 1. The value obtained for the LUMO energy is 0.03 eV. As for the total charge: 0. The value obtained for the energy is -3002.39560 a.u.